Entry 1:
Density functional theory data (ωB97M-V/def2-TZVPD) for a cluster of 6 separate species, C27H30O15 in total.

Geometry as XYZ:
```
72
Properties=species:S:1:pos:R:3:forces:R:3
O -11.33140 -6.57074 -10.39406 0.92 1.56 1.46
C -10.94567 -5.98536 -9.32370 -1.97 -3.98 -4.33
C -10.33316 -4.81228 -9.27401 3.66 8.54 5.38
C -10.11735 -4.08752 -7.87285 -0.86 0.37 -3.69
O -10.02583 -2.69615 -7.58659 0.44 -7.48 4.33
C -10.13204 -4.94437 -6.64697 -1.17 -1.86 1.54
O -9.71556 -4.63980 -5.53752 0.18 0.78 -1.21
C -10.80676 -6.25349 -6.80461 -0.10 0.53 -5.74
C -11.18887 -6.69825 -8.13585 -1.14 -2.45 6.68
O -11.82111 -7.89862 -8.19239 -1.20 -0.37 -2.07
H -9.89990 -4.21099 -10.05853 -0.55 -0.25 -0.60
H -10.05998 -2.24133 -8.33087 -0.24 3.39 -5.73
H -10.87936 -6.87825 -5.97197 -0.26 -0.81 1.08
H -12.34996 -8.24640 -9.09222 2.41 2.21 2.46
O -10.31028 -9.32118 -10.48829 0.48 -0.06 -1.21
C -9.67813 -9.71964 -11.47501 -0.91 0.16 1.96
C -8.99932 -10.94577 -11.42405 5.73 -4.76 -3.79
C -7.97779 -11.37587 -12.58368 -2.96 0.31 4.48
O -7.09655 -12.43618 -12.55499 -3.61 2.44 4.25
C -7.96578 -10.51569 -13.78503 3.19 0.54 -2.92
O -7.02120 -10.67900 -14.66827 -3.53 -0.02 3.10
C -8.90308 -9.40965 -13.92695 -2.08 0.70 4.22
C -9.68241 -8.98292 -12.72644 -0.29 2.72 -5.86
O -10.58024 -7.85612 -12.80993 2.55 -2.74 0.13
H -9.08258 -11.60869 -10.53268 0.22 0.82 -0.83
H -6.77661 -12.61819 -13.38352 1.40 -0.22 -3.69
H -8.81852 -8.96475 -14.91493 -0.54 0.56 0.48
H -10.90951 -7.54956 -11.91986 0.40 -0.54 -0.13
O -9.84841 -6.77133 -19.41636 -0.37 -1.54 0.15
C -10.22317 -7.96281 -19.25589 2.38 4.64 3.59
C -10.74610 -8.69255 -20.23989 -2.83 -6.74 -6.12
C -11.01440 -10.20214 -20.11029 1.18 4.74 -0.13
O -11.12596 -11.09387 -21.10028 -0.56 -0.68 4.72
C -11.12046 -10.75254 -18.67328 0.20 0.06 2.51
O -11.59596 -11.84590 -18.38236 0.63 1.34 -1.32
C -10.60531 -9.87092 -17.50685 2.32 5.33 -4.69
C -10.01184 -8.48532 -17.87715 -2.67 -6.52 3.38
O -9.41334 -7.71329 -16.91988 -4.64 -6.49 2.19
H -10.80284 -8.10117 -21.29377 0.12 -1.90 2.55
H -11.06639 -10.70260 -21.91241 0.30 1.83 -3.55
H -10.43768 -10.34751 -16.57529 -0.11 -0.17 0.75
H -8.97160 -7.13932 -17.38208 4.10 6.08 -4.00
C -7.38739 -13.23762 -17.41719 -1.73 2.11 0.81
C -6.31967 -12.88884 -18.40846 -1.26 1.96 0.56
C -6.15416 -11.41402 -18.77536 2.58 -0.45 3.48
O -5.63211 -13.72949 -18.89661 0.77 -0.75 -0.59
H -7.31714 -12.83677 -16.38686 0.71 0.09 -0.56
H -7.50132 -14.25405 -17.34788 0.13 -2.65 0.20
H -8.42199 -12.89110 -17.67072 0.89 0.15 -0.46
H -5.49840 -10.87104 -17.95836 -0.17 -1.54 -1.66
H -6.86091 -10.69210 -18.67858 -3.64 1.15 0.44
H -5.82971 -11.26789 -19.73630 1.67 -0.02 -2.20
C -7.47337 -5.95499 -13.42064 -1.78 0.58 3.34
C -8.30404 -4.74448 -12.69791 2.46 -0.08 1.99
C -9.64035 -4.46504 -13.35146 0.64 4.58 7.92
O -7.84058 -4.15638 -11.67941 -1.87 -1.75 -3.36
H -7.58248 -5.62009 -14.44248 0.98 -0.61 -0.51
H -8.03771 -6.93361 -13.21597 0.50 1.52 -0.66
H -6.51107 -6.07640 -12.84150 -0.69 0.51 -1.46
H -9.79929 -4.92740 -14.14695 -1.43 -4.73 -6.61
H -9.88256 -3.43147 -13.58292 0.77 0.56 0.14
H -10.39554 -4.62891 -12.54323 0.34 -0.57 -0.74
C -15.39891 -10.04115 -10.60528 -0.44 -1.87 1.49
C -13.99966 -9.54447 -11.01726 -1.59 -0.80 -0.91
C -13.18417 -10.43939 -11.98074 4.69 0.28 2.87
O -13.55604 -8.51915 -10.55995 0.32 -0.46 -0.01
H -16.34383 -9.98831 -11.15134 0.65 0.86 -1.06
H -15.74393 -9.71898 -9.59471 0.88 0.17 -0.59
H -15.34465 -11.15633 -10.53459 0.31 0.60 0.11
H -12.70160 -11.42140 -11.48009 -1.08 2.35 -0.07
H -12.24566 -9.83267 -12.28161 -1.61 -0.83 0.56
H -13.44677 -10.94149 -12.83348 -2.23 -0.45 -2.29
```
Forces are in eV/Å.

Output
LUMO energy: -2.590 eV
Kohn-Sham gap: 6.1 eV

Mulliken analysis output, partial charges in e:
1 O -0.682
2 C 1.142
3 C -0.578
4 C 0.077
5 O -0.360
6 C 0.415
7 O -0.544
8 C -0.808
9 C 0.405
10 O -0.529
11 H 0.118
12 H 0.319
13 H 0.502
14 H 0.362
15 O -0.346
16 C 0.463
17 C -0.908
18 C -0.013
19 O -0.473
20 C 0.869
21 O -0.653
22 C -0.722
23 C 0.040
24 O -0.429
25 H 0.432
26 H 0.314
27 H 1.021
28 H 0.489
29 O -0.688
30 C 0.611
31 C -0.514
32 C 0.467
33 O -0.382
34 C 0.332
35 O -0.543
36 C -0.704
37 C 0.350
38 O -0.301
39 H 0.206
40 H 0.326
41 H 0.572
42 H 0.244
43 C -0.728
44 C 0.823
45 C -1.159
46 O -0.532
47 H 0.017
48 H 0.456
49 H 0.142
50 H 0.242
51 H 0.346
52 H 0.406
53 C -0.709
54 C 0.820
55 C -1.074
56 O -0.624
57 H 0.365
58 H -0.004
59 H 0.304
60 H 0.458
61 H 0.414
62 H 0.113
63 C -1.224
64 C 0.690
65 C -0.658
66 O -0.572
67 H 0.320
68 H 0.321
69 H 0.330
70 H 0.282
71 H -0.041
72 H 0.577

Entry 2:
Density functional theory data (ωB97M-V/def2-TZVPD) for a structure of composition C26H17Co2NO8.

Geometry as XYZ:
```
54
Properties=species:S:1:pos:R:3:forces:R:3
C -4.45270 2.55056 1.08952 -0.05 0.23 0.07
C -4.19056 1.21887 0.44915 0.66 -0.12 0.16
O -2.86608 0.79491 0.84762 -1.26 0.61 -0.50
C -2.50833 -0.37165 0.24323 1.29 -1.09 0.43
C -1.33606 -0.96516 0.88868 -1.92 0.47 -1.34
C -0.95025 -2.32114 0.59819 0.28 -0.49 -0.01
C -1.41119 -3.01969 -0.55195 0.11 -0.19 0.22
C -0.99722 -4.32899 -0.79378 0.36 0.19 0.41
C -0.09946 -4.97050 0.07815 -0.31 -0.15 -0.05
C 0.28035 -4.32829 1.26198 -0.14 0.25 -0.40
C -0.12538 -3.02373 1.51260 -0.17 -0.34 -0.08
C -1.04503 -0.41333 2.12723 0.57 0.39 3.15
N -0.82548 -0.08713 3.23763 -0.36 -0.43 -1.93
O -3.18525 -0.82951 -0.67272 -0.01 0.25 0.01
H -5.45000 2.85564 0.77343 -0.15 0.22 0.12
H -4.42305 2.48255 2.18216 0.06 0.08 -0.18
H -3.73956 3.30662 0.74282 -0.05 -0.15 0.14
H -4.92085 0.47343 0.79741 0.16 0.09 -0.19
H -4.26233 1.29767 -0.64328 0.09 -0.16 0.26
H -2.13280 -2.51825 -1.19865 0.43 -0.28 0.17
H -1.38794 -4.85736 -1.66619 0.20 0.13 0.14
H 0.26860 -5.97463 -0.14255 -0.18 0.19 0.06
H 0.89354 -4.83946 2.00347 0.00 0.05 -0.21
H 0.16236 -2.55453 2.45270 -0.04 0.02 -0.33
O 4.23760 -0.22495 -1.68962 -0.68 0.29 0.40
C 3.35181 0.37336 -1.24207 0.54 0.34 -0.47
Co 1.99398 1.18646 -0.50152 -0.53 1.17 -0.50
C 0.78901 1.02386 -1.80361 -0.50 -1.64 -1.12
O 0.08488 0.73463 -2.67451 0.63 0.60 0.81
C 1.73987 0.16242 0.88275 -0.33 -2.48 2.19
O 1.77706 -0.66457 1.70075 0.21 1.48 -1.37
C 2.97746 2.70533 0.27333 2.00 -1.02 -1.45
C 4.12343 2.37490 1.11966 0.37 0.46 0.38
C 3.96857 1.64039 2.31114 0.31 0.00 -0.11
C 5.08027 1.12897 2.97508 0.03 0.40 0.27
C 6.37879 1.48288 2.58370 -0.02 0.05 -0.36
C 6.53959 2.25174 1.42023 -0.21 0.12 0.31
C 5.42850 2.70378 0.70525 -0.04 -0.48 0.14
C 2.85128 3.60316 -0.81641 3.30 -1.03 -1.28
C 3.37122 3.87499 -2.01975 0.13 0.62 0.56
Co 1.41827 3.60939 0.19344 -4.34 1.16 0.85
C 0.64226 2.99527 1.65612 -1.38 -0.79 2.81
O 0.14193 2.64531 2.63643 1.04 0.69 -1.83
C 0.08538 3.36782 -1.02103 -1.42 0.58 -0.83
O -0.83076 3.42137 -1.72824 1.41 -0.13 1.01
C 1.39352 5.34496 0.45541 0.26 0.93 0.32
O 1.44289 6.48987 0.60658 -0.10 -1.06 -0.22
H 2.96815 1.45284 2.70220 0.29 -0.11 -0.23
H 4.92155 0.46511 3.82818 0.09 0.32 -0.10
H 7.24840 1.19487 3.19108 -0.40 -0.08 -0.42
H 7.53190 2.51701 1.05608 -0.10 -0.05 0.19
H 5.55429 3.27675 -0.21414 -0.04 -0.14 0.22
H 3.00807 4.74741 -2.56027 -0.03 -0.39 -0.38
H 4.17722 3.25434 -2.42245 -0.02 0.43 0.08
```
Forces are in eV/Å.

Output
LUMO energy: 4.740 eV
Charge: -2
Kohn-Sham gap: 5.9 eV

natural (NBO) analysis output, partial charges in e:
1 C -0.618
2 C -0.064
3 O -0.530
4 C 0.784
5 C -0.537
6 C 0.112
7 C -0.266
8 C -0.224
9 C -0.300
10 C -0.223
11 C -0.256
12 C 0.336
13 N -0.492
14 O -0.708
15 H 0.186
16 H 0.207
17 H 0.213
18 H 0.167
19 H 0.189
20 H 0.249
21 H 0.185
22 H 0.181
23 H 0.188
24 H 0.225
25 O -0.572
26 C 0.550
27 Co -0.024
28 C 0.486
29 O -0.545
30 C 0.462
31 O -0.561
32 C -0.376
33 C 0.044
34 C -0.218
35 C -0.215
36 C -0.263
37 C -0.224
38 C -0.243
39 C -0.093
40 C -0.596
41 Co -0.118
42 C 0.578
43 O -0.493
44 C 0.514
45 O -0.548
46 C 0.610
47 O -0.552
48 H 0.227
49 H 0.202
50 H 0.192
51 H 0.190
52 H 0.213
53 H 0.181
54 H 0.186

Entry 3:
Density functional theory data (ωB97M-V/def2-TZVPD) for the ion C5H13N2 with charge +1.

Geometry as XYZ:
```
20
Properties=species:S:1:pos:R:3:forces:R:3
C 1.27933 -2.33055 1.67027 0.88 -1.32 -0.26
C 0.20990 -1.30346 1.27183 2.86 3.65 0.79
C 0.81433 -0.34288 0.09262 -1.43 -1.18 -1.01
C -0.09356 0.81474 -0.49721 1.40 -1.52 0.18
N -1.11167 1.53093 0.32045 0.32 -0.94 2.92
C -0.06408 1.15982 -1.78120 -3.35 0.93 -0.79
N -1.22388 1.92163 -2.29453 -0.72 -2.49 2.77
H 2.01228 -2.51044 0.78488 -1.14 0.36 1.59
H 1.85564 -2.02730 2.58187 -0.39 -0.25 -0.97
H 0.81629 -3.35811 1.88091 0.58 1.56 -0.19
H -0.11182 -0.61868 2.12976 0.37 -1.20 -0.80
H -0.59351 -1.82152 0.90481 -2.25 -0.91 -1.06
H 1.85996 -0.01458 0.14957 -0.35 0.04 0.87
H 0.85453 -1.10231 -0.74346 0.01 1.02 0.53
H -1.65846 0.82099 0.96993 1.28 1.76 -1.63
H -1.76242 1.94184 -0.42186 0.80 0.36 0.69
H -0.58242 2.23442 1.03190 -1.85 -1.68 -2.25
H 0.54073 0.87679 -2.60817 1.17 -0.82 0.27
H -1.00034 2.71783 -2.76711 0.56 2.38 -1.79
H -2.04084 1.41083 -2.67525 1.27 0.27 0.14
```
Forces are in eV/Å.

Output
LUMO energy: -3.595 eV
Charge: +1
Kohn-Sham gap: 10.4 eV

natural (NBO) analysis output, partial charges in e:
1 C -0.625
2 C -0.387
3 C -0.457
4 C 0.118
5 N -0.762
6 C -0.003
7 N -0.906
8 H 0.218
9 H 0.233
10 H 0.236
11 H 0.187
12 H 0.208
13 H 0.250
14 H 0.241
15 H 0.456
16 H 0.487
17 H 0.468
18 H 0.236
19 H 0.391
20 H 0.411

Entry 4:
Density functional theory data (ωB97M-V/def2-TZVPD) for a cluster of 2 separate species, C5H16NSi in total.

Geometry as XYZ:
```
23
Properties=species:S:1:pos:R:3:forces:R:3
C 2.16372 -1.11360 -0.44563 0.69 0.90 -2.94
C -1.44882 -0.19857 -1.25416 0.62 3.58 1.93
C 0.55713 1.20087 -0.87385 -0.76 2.62 -0.82
C 0.68146 -1.30529 -0.79006 2.91 3.92 -4.80
C -0.35447 -0.01330 1.54506 0.06 -0.44 -1.27
N -0.15225 -0.04815 -0.64870 1.95 -0.91 4.73
Si -1.74406 1.11199 2.24718 -0.64 -0.54 -0.37
H 2.68902 -1.97269 -0.86623 -0.01 0.11 -0.51
H 2.73976 -0.16905 -0.77746 -1.21 -1.72 0.35
H 2.33459 -1.28843 0.52989 0.48 0.04 3.77
H -1.91196 -0.84334 -0.59651 -1.99 -1.20 0.95
H -1.82175 0.84753 -1.29532 -0.63 -1.07 -0.12
H -1.31843 -0.61803 -2.16469 0.11 -1.18 -3.14
H 1.57550 1.23650 -0.58999 0.59 -0.41 1.62
H 0.82386 1.39761 -1.92926 -1.28 -0.19 -0.23
H 0.01424 2.13957 -0.41689 0.83 -2.07 -1.03
H 0.41428 -2.16039 -0.29758 -1.82 -1.86 1.11
H 0.73974 -1.41387 -1.96507 -0.67 -0.43 2.14
H -0.61992 -1.10635 1.68708 0.85 1.24 -0.37
H 0.66591 0.34462 1.81809 -0.59 -0.82 -0.59
H -1.45394 2.52487 1.85755 -0.10 -0.37 0.23
H -1.60790 0.88287 3.84211 -0.37 0.13 -2.04
H -2.96570 0.56462 1.38444 0.99 0.67 1.40
```
Forces are in eV/Å.

Output
LUMO energy (alpha / beta): -5.107 / -5.107 eV
Charge: +1
Kohn-Sham gap (alpha / beta): 9.5 / 9.5 eV

natural (NBO) analysis output, partial charges in e:
1 C -0.633
2 C -0.395
3 C -0.467
4 C -0.228
5 C -0.490
6 N -0.236
7 Si 0.772
8 H 0.250
9 H 0.224
10 H 0.212
11 H 0.216
12 H 0.226
13 H 0.218
14 H 0.242
15 H 0.236
16 H 0.241
17 H 0.232
18 H 0.212
19 H 0.229
20 H 0.230
21 H -0.125
22 H -0.049
23 H -0.112